1.
C34H45O2ReS4SeTe as an isolated structure. Source: the OMol25 dataset; level of theory: ωB97M-V with the def2-TZVPD basis set.

Computed properties:
- HOMO level (spin up / spin down) (eV) = -4.6 / -4.3
- Kohn-Sham gap (spin up / spin down) (eV) = 6.25 / 6.24
- total energy (eV) = -158197.642
- spin multiplicity = 2
- ΔE to the lowest compared entry with this formula, charge and spin (kcal/mol) = 37.0
- net charge = -1
- ⟨S²⟩ = 1.1948

Element x y z (Å)
Re: -0.071 -0.609 -0.254
C: 5.823 -1.666 4.526
C: 4.723 -0.677 4.930
C: 4.462 -0.865 6.427
C: 5.212 0.762 4.708
C: 3.481 -0.885 4.074
C: 3.580 -0.832 2.691
C: 2.441 -0.881 1.911
Se: 2.455 -0.859 -0.004
C: 0.422 0.632 -1.904
C: 1.278 1.644 -2.279
C: 1.202 2.169 -3.573
C: 0.255 1.651 -4.449
C: -0.616 0.610 -4.124
C: -0.497 0.112 -2.830
O: -1.138 -0.953 -2.270
C: -1.568 -0.011 -5.139
C: -1.132 -1.468 -5.343
C: -1.535 0.693 -6.502
C: -3.006 0.041 -4.609
C: 2.203 3.237 -3.996
C: 1.951 3.800 -5.400
C: 2.158 4.409 -3.008
C: 3.600 2.603 -3.990
C: 1.152 -0.932 2.484
O: 0.116 -0.772 1.709
C: 1.051 -1.134 3.881
C: 2.216 -1.087 4.628
C: -0.311 -1.417 4.499
C: -0.863 -2.708 3.877
C: -1.269 -0.255 4.213
C: -0.246 -1.618 6.018
H: 6.715 -1.499 5.129
H: 6.091 -1.555 3.481
H: 5.482 -2.686 4.685
H: 5.385 -0.687 6.979
H: 4.131 -1.879 6.639
H: 3.715 -0.164 6.789
H: 6.081 0.970 5.330
H: 4.423 1.466 4.966
H: 5.481 0.926 3.669
H: 4.526 -0.737 2.185
H: 2.003 2.007 -1.564
H: 0.198 2.067 -5.438
H: -0.107 -1.497 -5.710
H: -1.777 -1.970 -6.062
H: -1.169 -2.009 -4.401
H: -0.538 0.655 -6.934
H: -1.852 1.731 -6.419
H: -2.214 0.188 -7.188
H: -3.110 -0.589 -3.725
H: -3.704 -0.319 -5.366
H: -3.277 1.061 -4.342
H: 0.960 4.243 -5.478
H: 2.060 3.027 -6.158
H: 2.684 4.578 -5.609
H: 1.153 4.823 -2.965
H: 2.844 5.193 -3.328
H: 2.440 4.088 -2.011
H: 3.638 1.779 -4.701
H: 3.844 2.209 -3.007
H: 4.353 3.338 -4.271
H: 2.136 -1.206 5.693
H: -0.992 -2.601 2.805
H: -1.828 -2.952 4.315
H: -0.181 -3.537 4.058
H: -1.349 -0.080 3.145
H: -0.910 0.660 4.679
H: -2.264 -0.479 4.594
H: 0.367 -2.480 6.274
H: -1.249 -1.799 6.398
H: 0.146 -0.735 6.518
S: -1.907 1.033 0.165
S: -3.489 -0.151 0.574
S: -4.852 -3.386 -0.378
S: -1.337 -3.036 -0.005
Te: -2.987 -1.914 -1.093
C: -5.986 -2.026 -0.364
C: -6.509 -1.577 0.841
C: -7.404 -0.525 0.850
C: -7.784 0.081 -0.336
C: -7.251 -0.363 -1.533
C: -6.351 -1.414 -1.553
H: -6.205 -2.050 1.762
H: -7.818 -0.185 1.790
H: -8.491 0.898 -0.325
H: -7.543 0.103 -2.463
H: -5.951 -1.775 -2.493

***

2.
One molecule with the formula C4H6N2O2. Source: the OMol25 dataset; level of theory: ωB97M-V with the def2-TZVPD basis set.

Computed properties:
- HOMO level (eV) = -8.1
- Kohn-Sham gap (eV) = 8.84
- total energy (eV) = -11315.732
- ΔE to the lowest compared entry with this formula, charge and spin (kcal/mol) = 122.4
- net charge = 0

Element x y z (Å)
C: -1.613 0.554 -0.166
O: -0.742 0.646 0.956
N: 0.519 0.200 0.690
C: 0.936 -1.077 0.584
C: 2.241 -1.073 0.202
N: 2.668 0.232 0.040
O: 3.827 0.555 -0.305
C: 1.661 1.050 0.293
H: -2.542 1.018 0.155
H: -1.797 -0.489 -0.436
H: -1.206 1.090 -1.027
H: 0.293 -1.907 0.798
H: 2.913 -1.888 0.030
H: 1.644 2.115 0.310

***

3.
C12H22N3OPb as an isolated structure. Source: the OMol25 dataset; level of theory: ωB97M-V with the def2-TZVPD basis set.

Computed properties:
- HOMO level (eV) = -13.9
- Kohn-Sham gap (eV) = 7.74
- total energy (eV) = -24557.615
- ΔE to the lowest compared entry with this formula, charge and spin (kcal/mol) = 28.7
- net charge = +1

Element x y z (Å)
Pb: -2.191 -2.567 -2.228
O: -1.284 -1.754 -0.273
H: -0.787 -1.279 0.402
C: -1.707 1.784 3.439
C: -0.383 1.093 3.265
C: -0.587 -0.356 2.767
C: -1.354 -1.200 3.672
N: -1.971 -1.797 4.433
H: -2.333 1.693 2.549
H: -1.551 2.856 3.574
H: -2.281 1.441 4.300
H: 0.248 1.200 4.145
H: 0.136 1.605 2.451
H: 0.381 -0.836 2.603
H: -1.121 -0.337 1.816
C: 3.562 -1.707 -2.961
C: 2.751 -1.493 -1.691
C: 2.110 -2.720 -1.054
C: 1.035 -3.368 -1.843
N: 0.193 -3.876 -2.448
H: 3.012 -2.411 -3.590
H: 4.490 -2.224 -2.712
H: 3.772 -0.794 -3.512
H: 2.048 -0.703 -1.972
H: 3.303 -0.962 -0.913
H: 1.589 -2.417 -0.141
H: 2.826 -3.452 -0.679
C: 0.076 1.345 -1.163
C: -0.912 2.205 -0.358
C: -2.289 2.419 -0.965
C: -2.237 2.744 -2.411
N: -2.229 3.031 -3.524
H: 0.251 1.671 -2.191
H: -0.325 0.335 -1.278
H: 1.067 1.268 -0.715
H: -0.476 3.154 -0.046
H: -1.070 1.691 0.593
H: -2.842 3.194 -0.435
H: -2.919 1.528 -0.907

***

4.
A 2-piece molecular cluster, CH3IO2S2 overall. Source: the OMol25 dataset; level of theory: ωB97M-V with the def2-TZVPD basis set.

Computed properties:
- HOMO level (eV) = -9.7
- Kohn-Sham gap (eV) = 8.44
- total energy (eV) = -34949.861
- ΔE to the lowest compared entry with this formula, charge and spin (kcal/mol) = 36.9
- net charge = 0

Element x y z (Å)
C: -2.402 -1.581 -0.058
O: 2.435 1.563 1.623
O: -1.203 -1.682 0.007
S: 1.549 1.989 -1.226
S: 1.636 0.815 0.653
I: 3.283 -0.853 -0.236
H: 0.740 2.946 -0.748
H: -2.975 -2.469 -0.093
H: -3.063 -0.728 0.078

***

no.,F_max (eV/A),molar mass (g/mol)
1,1.8,1006.77
2,3.7,114.10
3,3.7,431.53
4,1.9,238.07